Arrangement P

11
Properties=species:S:1:pos:R:3 method="wB97M-V/def2-TZVPD" multiplicity=1 gap_ha=0.3511 charge=0 e_homo_ha=-0.33453 lumo_ev=0.45
C -2.3422 -0.0889 -1.7352
C -1.6513 0.0568 -0.7115
C -0.8536 -0.2819 0.5216
C 0.6156 -0.6406 0.2058
C 1.7501 0.0924 0.7127
C 2.4260 1.3160 0.8880
H -2.7533 -0.1150 -2.7023
H -0.7740 0.2360 1.6040
H 0.6915 -0.9438 -0.7859
H 3.2204 2.1292 0.8757
S -0.3293 -1.7602 1.1270

=====

Arrangement Q

11
Properties=species:S:1:pos:R:3 method="wB97M-V/def2-TZVPD" multiplicity=1 gap_ha=0.3479 charge=0 e_homo_ha=-0.34068 lumo_ev=0.20
C 3.0356 -0.7070 -0.6728
C 1.9531 -0.1291 -0.2489
C 0.6689 0.1761 -0.4129
C -0.5284 -0.0502 0.6420
C -1.4122 0.9122 1.1996
C -1.9750 1.6814 1.8716
H 3.9729 -1.0891 -0.9208
H 0.4543 1.2105 -0.6776
H -0.3360 -0.8534 1.2808
H -2.7947 2.3372 2.1373
S -0.7343 -0.8066 -1.0058

=====

The data favor arrangement Q; the next most stable structure lies 38.9 kcal/mol above it.